# C40H35N6NiO5P

A structure of composition C40H35N6NiO5P (wB97M-V/def2-TZVPD, the OMol25 dataset).

Geometry as XYZ:
```
88
Properties=species:S:1:pos:R:3:mulliken_spin:R:1
C -2.62352 -3.12192 -3.44998 -0.001
C -0.55646 -0.90713 3.80662 0.005
C -2.94287 1.03749 0.19266 -0.020
H -3.16745 5.23039 -1.42856 0.005
H -1.02769 -1.71433 7.07927 0.000
C -1.61546 4.36898 -2.58259 -0.055
C 1.50742 2.56507 2.35933 -0.005
N -0.89108 0.46257 -0.89101 0.040
C -2.94381 1.94031 -2.37046 0.557
P -0.74129 0.38717 -2.58695 0.022
H 1.34455 1.63903 -2.79429 -0.005
C 1.95940 -4.01411 1.42280 -0.002
O 0.06925 -0.76365 1.50683 0.032
C -0.50007 -1.62113 5.00620 0.000
C 2.06898 2.76258 1.10577 0.007
H -0.84263 0.60086 1.98307 0.000
H 3.69974 -5.02493 -3.44958 0.000
H 0.74894 1.70138 -0.40029 0.003
C -3.27116 3.00147 -1.37690 -0.050
H 4.26045 0.18690 1.08516 0.000
C 1.63254 -0.52550 -2.75980 -0.002
O 0.72463 -1.22523 -2.13571 0.006
C 0.09222 -1.45301 2.58013 0.007
C -2.71817 4.31946 -1.80670 0.226
C -2.44945 -0.55994 -4.50941 0.000
C 3.89574 -5.58629 -1.37646 -0.002
C -0.32723 1.67215 -0.38978 0.008
N -0.66940 3.88286 0.58135 -0.003
H -1.24813 -2.44703 -1.95403 -0.025
O -1.32958 1.09151 2.69229 -0.003
H 1.94535 -3.33150 -2.95793 0.000
H 0.01870 3.20460 -3.40440 0.018
C -1.81940 -2.17945 -2.83372 0.019
H -2.22686 0.46025 7.02770 0.000
C -1.23323 0.32399 3.79399 -0.004
H 3.50079 2.05176 -0.32526 0.000
H -2.38830 -0.94337 -0.33854 -0.005
H -2.34646 1.75432 4.91691 0.000
Ni 0.82147 -1.95168 -0.14155 0.918
C -3.22890 -1.51919 -5.13974 -0.001
H 2.25638 -4.57890 2.30287 0.000
H -3.55296 1.04785 -2.39743 0.008
H -1.40429 4.57753 0.58738 -0.003
H -3.93756 -3.53979 -5.09368 0.000
C 2.45668 -4.36469 0.08484 0.004
H 2.62103 -1.35611 3.45714 0.000
H 3.82811 -5.86371 0.76209 0.000
C -1.66211 1.93727 -2.90680 -0.225
H -3.77042 -1.26346 -6.04065 0.000
H -1.15972 5.32003 -2.82384 0.007
C -1.75901 0.07446 6.13026 0.000
H -3.04924 3.09624 0.82081 -0.010
C -1.10983 2.65633 0.05782 -0.027
N 1.18253 -3.00650 1.50367 0.034
H 1.49819 1.36471 4.12031 0.000
H -3.84691 0.74724 0.71122 -0.002
H -2.40065 0.44565 -4.90930 0.004
C 2.38452 -3.92232 -2.16603 -0.002
C 3.36402 -4.86913 -2.43433 -0.001
H 0.88393 0.84904 -4.31131 0.001
N 1.93261 -3.67551 -0.94348 0.022
C 1.94774 1.51136 3.14473 0.001
C 0.51157 4.54788 0.22183 0.006
H 2.42781 4.33535 -0.20001 0.000
C -1.08832 -1.14539 6.16138 0.000
H -2.69504 -4.11758 -3.03292 0.000
C -0.98540 3.15765 -3.00771 0.367
C 3.34412 -0.54182 3.55451 0.000
H 0.02614 -2.56568 5.00098 0.000
H 3.39103 -0.27058 4.61013 0.000
C 3.43489 -5.33237 -0.09446 -0.002
C 3.06615 1.90515 0.65737 0.001
N 0.68930 -2.63403 2.71562 -0.012
C -2.15889 0.11344 -0.34584 0.025
O 2.79185 -0.79669 -2.95955 0.004
C 2.93323 0.63179 2.70993 0.006
H 0.72762 3.21834 2.72205 0.000
C 3.49055 0.85359 1.45504 -0.011
H 4.32126 -0.92170 3.25489 0.000
H -4.34212 3.05655 -1.17284 -0.001
N 1.67722 3.83114 0.24669 0.001
C -1.83284 0.80255 4.96001 0.000
C -3.32097 -2.79516 -4.60704 0.000
C -1.73584 -0.88994 -3.36071 0.002
C -2.61168 2.49483 0.01976 0.108
C 0.91404 0.73666 -3.22569 0.002
O 0.47403 5.71127 -0.13306 0.001
H 4.66573 -6.32853 -1.54311 0.000
```

Computed properties:
lowest unoccupied orbital energy (spin up / spin down) = 0.10 / -0.93 eV
expectation value of S² = 2.060
energy above the lowest of the compared OMol25 structures with the same formula, charge and spin = 4.7258 eV
spin multiplicity = 3
max |F| = 0.6 eV/Å